No. 1
DFT (the ωB97M-V functional and the def2-TZVPD basis) results for a molecular structure, C60H50IO3PS3Ti.

XYZ file:
```
119
Properties=species:S:1:pos:R:3:mulliken_charge:R:1
Ti 0.901 0.024 0.031 0.61
I 3.749 0.173 0.404 0.17
C 4.742 1.902 -0.192 0.53
C 6.091 1.658 -0.270 -0.81
C 7.006 2.684 -0.572 -1.03
C 6.526 3.937 -0.763 -0.89
C 5.138 4.214 -0.699 0.85
C 4.741 5.554 -0.923 -0.78
C 3.428 5.901 -0.914 -1.38
C 2.473 4.899 -0.701 -0.26
C 2.785 3.581 -0.473 0.60
P 1.247 2.555 -0.334 1.53
C 0.396 3.142 -1.840 0.81
C -0.668 4.038 -1.851 -0.27
C -1.227 4.449 -3.055 -0.76
C -0.712 3.987 -4.257 -0.71
C 0.363 3.106 -4.253 -0.65
C 0.902 2.675 -3.053 -1.08
C 0.399 3.364 1.070 0.62
C 1.125 4.077 2.022 -1.03
C 0.491 4.616 3.133 -0.60
C -0.875 4.451 3.309 -0.97
C -1.605 3.732 2.372 -0.89
C -0.968 3.191 1.267 -0.15
C 4.171 3.193 -0.436 0.09
H 6.474 0.664 -0.088 0.41
H 8.062 2.466 -0.634 0.43
H 7.196 4.759 -0.976 0.40
H 5.511 6.291 -1.106 0.43
H 3.115 6.920 -1.086 0.48
H 1.432 5.197 -0.733 0.39
H -1.063 4.435 -0.922 0.56
H -2.053 5.146 -3.053 0.53
H -1.138 4.320 -5.193 0.45
H 0.782 2.755 -5.187 0.58
H 1.740 1.980 -3.071 0.37
H 2.187 4.240 1.895 0.53
H 1.065 5.187 3.851 0.48
H -1.371 4.889 4.165 0.45
H -2.673 3.602 2.489 0.56
H -1.561 2.637 0.551 0.37
C -7.291 1.957 -1.321 -1.57
C -5.924 1.419 -1.014 0.91
C -5.766 0.198 -0.366 -0.89
C -4.512 -0.298 -0.049 -0.86
C -3.394 0.444 -0.404 -0.01
C -3.517 1.669 -1.047 0.24
C -4.782 2.145 -1.347 -1.23
S -1.818 -0.301 0.016 2.16
O -2.098 -1.329 1.048 -0.72
C -1.418 -0.979 -1.608 0.46
C -1.125 0.049 -2.543 0.11
C -0.807 -0.271 -3.826 -1.18
C -0.719 -1.624 -4.233 0.87
C -0.367 -1.952 -5.566 -1.04
C -0.215 -3.252 -5.943 -0.74
C -0.394 -4.280 -4.991 -0.91
C -0.744 -3.992 -3.704 -0.96
C -0.941 -2.648 -3.287 0.97
C -1.329 -2.301 -1.946 -0.51
C -1.451 -3.446 -1.000 1.35
C -2.527 -4.360 -1.130 0.08
C -3.680 -4.040 -1.899 -0.86
C -4.709 -4.926 -1.990 -0.99
C -4.638 -6.181 -1.337 -0.56
C -3.540 -6.518 -0.605 -1.23
C -2.455 -5.613 -0.481 1.11
C -1.291 -5.950 0.248 -1.37
C -0.279 -5.051 0.413 -1.13
C -0.387 -3.774 -0.188 -0.28
S 0.668 -2.463 0.341 2.46
O 1.616 -1.865 -0.719 -0.90
C 1.676 -3.199 1.587 -0.11
C 3.039 -3.263 1.344 -0.97
C 3.873 -3.736 2.351 -1.08
C 3.359 -4.150 3.574 0.86
C 4.269 -4.700 4.632 -1.61
C 1.978 -4.075 3.779 -0.90
C 1.131 -3.593 2.802 -0.27
H -8.020 1.154 -1.408 0.40
H -7.293 2.526 -2.249 0.40
H -7.629 2.624 -0.526 0.30
H -6.645 -0.376 -0.101 0.42
H -4.400 -1.238 0.472 0.62
H -2.654 2.250 -1.338 0.35
H -4.884 3.096 -1.853 0.52
H -1.168 1.091 -2.253 -0.25
H -0.603 0.514 -4.542 0.54
H -0.218 -1.148 -6.274 0.51
H 0.049 -3.500 -6.961 0.41
H -0.247 -5.310 -5.285 0.48
H -0.863 -4.805 -3.003 0.41
H -3.732 -3.084 -2.404 0.59
H -5.588 -4.676 -2.569 0.47
H -5.461 -6.876 -1.429 0.43
H -3.479 -7.479 -0.113 0.49
H -1.210 -6.937 0.685 0.48
H 0.592 -5.314 0.994 0.81
H 3.438 -2.971 0.382 0.89
H 4.938 -3.795 2.169 0.46
H 5.264 -4.267 4.560 0.41
H 4.371 -5.781 4.520 0.30
H 3.882 -4.512 5.633 0.41
H 1.565 -4.400 4.725 0.48
H 0.064 -3.533 2.978 0.73
O 0.717 0.481 2.026 -0.64
S 1.076 -0.112 3.396 0.80
C 2.147 1.080 4.210 -0.20
C 1.620 1.150 5.639 -0.89
C 0.103 1.285 5.503 -0.26
C -0.342 0.247 4.468 -0.75
H 1.990 2.016 3.670 -0.21
H 3.180 0.755 4.107 0.51
H 2.077 1.980 6.175 0.41
H 1.877 0.238 6.183 0.32
H -0.148 2.283 5.146 -0.01
H -0.411 1.128 6.449 0.43
H -1.129 0.575 3.788 0.25
H -0.640 -0.701 4.913 0.50
```

Calculated values
multiplicity	3
total charge	+2
energy	-142172.5711	eV
energy relative to the best compared isomer or geometry (same formula, charge and spin)	29.42	kcal/mol
frontier orbital gap (alpha / beta)	7.4 / 8.0	eV
LUMO level (alpha / beta)	-4.6 / -4.6	eV

---

No. 2
DFT (the ωB97M-V functional and the def2-TZVPD basis) results for a molecular structure, C60H51ClF5GeN3O3PReS in a non-equilibrium geometry.

XYZ file:
```
127
Properties=species:S:1:pos:R:3:mulliken_charge:R:1
Re -1.457 0.608 -0.014 1.44
F -4.263 -1.041 6.587 -0.36
C -3.446 -0.692 5.593 0.91
C -3.869 -0.748 4.285 -0.28
F -5.105 -1.169 4.011 -0.40
C -3.012 -0.389 3.265 -0.61
F -3.491 -0.461 2.030 -0.19
C -1.704 0.021 3.491 0.23
S -0.523 0.392 2.254 0.00
C -1.321 0.079 4.828 0.21
F -0.083 0.469 5.150 -0.30
C -2.166 -0.268 5.863 0.10
F -1.746 -0.204 7.134 -0.35
O -4.206 3.633 1.091 -0.76
C -3.356 3.191 0.335 -0.35
O -2.441 2.346 0.670 -0.53
C -3.342 3.724 -1.097 0.81
C -4.115 4.867 -1.312 -0.64
C -4.156 5.496 -2.541 -0.55
C -3.414 4.988 -3.599 -0.76
C -2.653 3.851 -3.406 -0.47
C -2.614 3.196 -2.167 0.32
P -1.502 1.745 -2.074 0.51
C 0.121 2.466 -2.530 0.74
C 0.578 2.577 -3.842 0.02
C 1.803 3.178 -4.113 -0.72
C 2.575 3.683 -3.076 -0.76
C 2.118 3.594 -1.768 -0.27
C 0.896 2.991 -1.498 -0.79
C -2.008 0.751 -3.522 0.53
C -3.356 0.675 -3.862 -1.18
C -3.794 -0.246 -4.806 -0.75
C -2.886 -1.095 -5.423 -0.60
C -1.545 -1.048 -5.065 -0.79
C -1.112 -0.147 -4.101 -0.07
H -4.681 5.242 -0.471 0.52
H -4.763 6.384 -2.677 0.40
H -3.429 5.477 -4.567 0.43
H -2.075 3.451 -4.231 0.29
H -0.012 2.168 -4.654 0.34
H 2.156 3.248 -5.136 0.38
H 3.535 4.142 -3.288 0.40
H 2.719 3.983 -0.953 0.48
H 0.543 2.900 -0.476 0.18
H -4.072 1.329 -3.373 0.42
H -4.848 -0.308 -5.050 0.39
H -3.225 -1.811 -6.164 0.36
H -0.837 -1.733 -5.519 0.47
H -0.076 -0.152 -3.779 0.21
C -1.707 -1.045 -0.810 0.99
Ge -2.814 -2.571 -0.560 0.55
C -2.343 -4.155 -1.634 -0.10
C -1.533 -4.054 -2.765 0.01
C -1.185 -5.184 -3.500 -0.61
C -1.649 -6.436 -3.115 -0.41
C -2.456 -6.555 -1.988 -0.74
C -2.793 -5.422 -1.252 -0.40
C -2.469 -3.131 1.304 0.01
C -1.138 -3.057 1.738 -0.27
C -0.802 -3.341 3.056 -0.37
C -1.791 -3.692 3.972 -0.60
C -3.114 -3.765 3.557 -0.61
C -3.445 -3.491 2.232 -0.37
C -4.705 -2.179 -0.939 -0.16
C -5.687 -3.172 -0.981 -0.13
C -7.019 -2.851 -1.235 -0.72
C -7.384 -1.529 -1.459 -0.57
C -6.415 -0.531 -1.441 -0.85
C -5.086 -0.857 -1.185 0.38
H -1.170 -3.074 -3.063 0.27
H -0.544 -5.091 -4.371 0.39
H -1.376 -7.318 -3.684 0.35
H -2.811 -7.531 -1.677 0.38
H -3.401 -5.530 -0.357 0.26
H -0.369 -2.740 1.039 0.27
H 0.233 -3.273 3.379 0.41
H -1.531 -3.903 5.004 0.40
H -3.890 -4.027 4.269 0.44
H -4.488 -3.538 1.927 0.34
H -5.415 -4.211 -0.820 0.28
H -7.770 -3.635 -1.261 0.40
H -8.424 -1.276 -1.644 0.34
H -6.696 0.503 -1.609 0.44
H -4.329 -0.082 -1.158 0.32
C 6.932 -0.161 -0.604 -1.71
C 6.858 -0.234 0.928 1.66
C 7.364 -1.609 1.392 -1.74
C 7.805 0.836 1.494 -1.86
C 5.382 0.023 1.388 2.42
O 4.872 1.186 0.747 -0.62
C 5.279 0.183 2.917 -1.49
C 3.942 0.730 3.442 -0.86
C 3.695 2.198 3.164 -0.30
C 2.494 2.619 2.598 0.68
C 2.240 3.963 2.368 -1.19
C 3.202 4.902 2.703 0.31
Cl 2.899 6.593 2.408 -0.26
C 4.401 4.515 3.276 -0.95
C 4.637 3.165 3.508 0.18
C 4.450 -1.153 0.933 -2.45
N 3.342 -0.746 0.098 1.33
C 2.113 -0.384 0.488 -0.81
N 1.427 0.072 -0.536 0.74
C 2.316 -0.050 -1.563 -0.92
N 3.493 -0.539 -1.229 -0.97
H 7.908 -0.526 -0.941 0.49
H 6.805 0.866 -0.950 0.30
H 6.151 -0.753 -1.086 0.32
H 8.453 -1.646 1.294 0.50
H 6.960 -2.425 0.788 0.39
H 7.121 -1.804 2.441 0.26
H 8.749 0.806 0.942 0.52
H 8.036 0.666 2.549 0.40
H 7.401 1.849 1.388 0.29
H 5.289 1.965 1.132 0.48
H 6.076 0.846 3.261 0.18
H 5.457 -0.790 3.382 0.56
H 3.934 0.582 4.525 0.62
H 3.101 0.155 3.050 0.06
H 1.731 1.889 2.342 0.35
H 1.296 4.279 1.937 0.60
H 5.138 5.262 3.547 0.43
H 5.573 2.873 3.975 0.40
H 4.025 -1.635 1.812 0.23
H 5.004 -1.900 0.377 0.44
H 1.738 -0.501 1.498 0.55
H 2.091 0.242 -2.582 0.46
```

Calculated values
multiplicity	4
total charge	-1
energy	-178540.6933	eV
energy relative to the best compared isomer or geometry (same formula, charge and spin)	14.03	kcal/mol
frontier orbital gap (alpha / beta)	4.4 / 6.8	eV
LUMO level (alpha / beta)	1.9 / 1.9	eV

---

No. 3
DFT (the ωB97M-V functional and the def2-TZVPD basis) results for a molecular structure, C60H53FN3OP3RbSSi in a non-equilibrium geometry.

XYZ file:
```
124
Properties=species:S:1:pos:R:3:mulliken_charge:R:1
Rb -0.205 0.579 1.364 2.18
C 6.682 0.136 1.733 -0.71
C 6.099 0.457 0.510 -0.46
C 4.856 -0.054 0.170 -0.02
C 4.158 -0.903 1.033 -0.28
C 4.754 -1.218 2.253 -0.45
C 6.003 -0.706 2.601 -0.59
P 2.438 -1.424 0.531 1.51
C 2.036 -2.377 2.055 0.66
C 1.536 -1.632 3.125 0.44
C 1.242 -2.236 4.339 -0.54
C 1.474 -3.594 4.504 -0.77
C 1.982 -4.343 3.449 -0.85
C 2.254 -3.740 2.227 -0.61
C 2.805 -2.706 -0.754 1.49
C 3.978 -3.453 -0.681 -0.27
C 4.308 -4.379 -1.665 -0.77
C 3.451 -4.550 -2.741 -0.80
C 2.278 -3.804 -2.820 -0.22
C 1.911 -2.869 -1.849 -1.22
Si 0.247 -1.817 -2.086 -1.69
C 1.377 -0.123 -2.245 0.22
C 2.633 -0.295 -2.865 -0.22
C 3.475 0.757 -3.204 -0.84
C 3.122 2.063 -2.910 -1.13
C 1.856 2.291 -2.396 -0.82
C 0.981 1.236 -2.135 1.07
P -0.789 1.523 -1.806 0.87
C -0.931 3.357 -1.865 -0.17
C -0.846 4.113 -3.033 -0.01
C -0.940 5.497 -2.988 -0.76
C -1.125 6.148 -1.772 -0.73
C -1.223 5.408 -0.603 -1.36
C -1.135 4.020 -0.654 -0.17
C -1.470 1.127 -3.480 0.62
C -0.703 0.837 -4.605 -0.12
C -1.313 0.593 -5.828 -0.71
C -2.697 0.637 -5.945 -0.71
C -3.468 0.932 -4.829 -0.75
C -2.854 1.176 -3.607 -0.64
C -0.495 -2.545 -0.315 1.12
C -0.121 -3.908 -0.262 -0.41
C -0.415 -4.770 0.781 -0.88
C -1.031 -4.278 1.917 -0.85
C -1.525 -2.990 1.868 -1.04
C -1.405 -2.188 0.715 0.83
P -3.066 -1.295 0.856 -0.69
C -3.665 0.118 -0.200 1.79
C -3.289 1.422 0.142 -0.63
C -4.031 2.526 -0.247 -0.24
C -5.183 2.360 -1.009 -1.02
C -5.562 1.081 -1.381 -0.96
C -4.814 -0.024 -0.984 -0.67
C -3.986 -2.662 0.012 0.19
C -5.025 -3.280 0.698 -0.29
C -5.746 -4.322 0.120 -0.66
C -5.427 -4.758 -1.157 -0.43
C -4.383 -4.152 -1.851 -1.01
C -3.667 -3.115 -1.271 0.23
H 7.652 0.536 2.002 0.36
H 6.610 1.120 -0.179 0.45
H 4.403 0.232 -0.772 0.09
H 4.246 -1.874 2.951 0.34
H 6.443 -0.976 3.554 0.44
H 1.372 -0.565 3.016 -0.14
H 0.821 -1.642 5.140 0.39
H 1.243 -4.073 5.449 0.33
H 2.150 -5.407 3.571 0.38
H 2.627 -4.337 1.404 0.42
H 4.659 -3.305 0.151 0.45
H 5.225 -4.950 -1.590 0.40
H 3.697 -5.260 -3.523 0.36
H 1.617 -3.946 -3.669 0.32
H 2.983 -1.290 -3.096 0.39
H 4.430 0.537 -3.670 0.36
H 3.793 2.889 -3.113 0.36
H 1.532 3.313 -2.243 0.33
H -0.707 3.612 -3.986 0.54
H -0.869 6.069 -3.905 0.43
H -1.201 7.228 -1.739 0.39
H -1.381 5.900 0.350 0.58
H -1.228 3.455 0.267 1.22
H 0.376 0.778 -4.525 0.29
H -0.702 0.356 -6.690 0.42
H -3.169 0.435 -6.899 0.35
H -4.549 0.964 -4.901 0.44
H -3.464 1.409 -2.744 0.34
H 0.428 -4.332 -1.090 0.52
H -0.094 -5.804 0.722 0.40
H -1.160 -4.881 2.808 0.40
H -2.080 -2.593 2.711 0.33
H -2.424 1.585 0.771 -0.07
H -3.708 3.517 0.048 0.47
H -5.769 3.218 -1.313 0.38
H -6.450 0.928 -1.983 0.42
H -5.156 -1.006 -1.278 0.26
H -5.271 -2.941 1.698 0.41
H -6.552 -4.792 0.671 0.39
H -5.984 -5.570 -1.610 0.37
H -4.119 -4.491 -2.846 0.45
H -2.848 -2.660 -1.821 0.42
N 3.888 3.272 4.457 -0.48
C 3.148 3.249 3.291 0.24
C 3.139 2.108 2.471 0.35
N 2.410 2.054 1.374 0.06
C 1.676 3.128 1.077 -0.45
C 1.690 4.245 1.886 -0.77
N 2.424 4.318 2.997 -0.74
H 4.662 2.634 4.526 0.23
H 4.042 4.189 4.841 0.27
H 3.746 1.241 2.716 -0.10
H 1.075 3.092 0.175 0.74
H 1.082 5.106 1.632 0.42
F -1.368 0.063 3.320 -0.75
C -3.307 1.975 3.646 -0.73
S -1.591 2.405 3.718 0.51
C -1.852 4.081 4.312 -1.21
O -1.151 2.691 2.279 -0.60
H -3.677 1.918 4.672 0.51
H -3.364 0.992 3.184 -0.04
H -3.840 2.740 3.076 0.32
H -2.277 4.049 5.317 0.37
H -2.507 4.626 3.629 0.29
H -0.872 4.557 4.344 0.36
```

Calculated values
multiplicity	1
total charge	-1
energy	-119550.4600	eV
energy relative to the best compared isomer or geometry (same formula, charge and spin)	66.25	kcal/mol
frontier orbital gap	5.3	eV
LUMO level	2.0	eV